A structure of composition C44H57BrFeN2PSb2 in a non-equilibrium geometry. Source: OMol25; level of theory: wB97M-V/def2-TZVPD.

Geometry as ORCA input:
```
! RIJCOSX wB97M-V def2-TZVPD def2/J DEFGRID3
* xyz 1 1
Fe -0.47 -0.58 -0.18
C 1.32 -1.64 -1.79
C 1.71 -0.33 -2.53
C 1.90 0.88 -1.58
Sb -0.05 1.77 -1.39
C 0.33 3.74 -0.75
C 1.32 4.50 -1.37
C 1.46 5.85 -1.05
C 0.62 6.43 -0.11
C -0.36 5.67 0.52
C -0.50 4.33 0.20
C -0.21 2.18 -3.48
C 0.90 2.37 -4.30
C 0.76 2.61 -5.66
C -0.51 2.66 -6.23
C -1.63 2.48 -5.43
C -1.48 2.24 -4.07
Sb -0.39 -2.90 -2.35
C -0.71 -2.28 -4.35
C 0.30 -1.75 -5.15
C 0.02 -1.34 -6.45
C -1.27 -1.47 -6.96
C -2.27 -2.03 -6.18
C -1.99 -2.43 -4.88
C -1.86 -1.58 -1.45
C -2.14 -1.82 -0.12
C -1.96 0.26 0.85
C -3.86 0.11 -0.19
C -3.60 0.12 -1.65
C -2.63 -0.57 -2.22
H 1.19 -1.48 -0.70
H 2.15 -2.34 -1.81
H 0.96 -0.09 -3.29
H 2.63 -0.50 -3.09
H 2.65 1.59 -1.93
H 2.20 0.54 -0.59
H 1.98 4.07 -2.11
H 2.22 6.44 -1.53
H 0.72 7.48 0.13
H -1.01 6.12 1.26
H -1.26 3.74 0.71
H 1.90 2.31 -3.89
H 1.63 2.76 -6.28
H -0.63 2.84 -7.29
H -2.62 2.52 -5.86
H -2.37 2.12 -3.45
H 1.31 -1.67 -4.79
H 0.80 -0.91 -7.06
H -1.48 -1.14 -7.97
H -3.27 -2.16 -6.59
H -2.79 -2.87 -4.29
H -1.94 -2.76 0.39
H -1.62 0.26 1.88
H -4.90 -0.03 0.07
H -4.22 0.82 -2.22
H -2.41 -0.45 -3.27
C 0.87 1.42 3.31
C 0.93 0.02 3.96
C 1.91 0.05 5.14
C -0.47 -0.27 4.54
P 1.30 -1.25 2.61
N 0.49 -0.91 1.31
C 0.78 -2.96 3.21
C -0.77 -3.03 3.20
C 1.28 -3.38 4.60
C 1.26 -3.99 2.18
C 3.14 -1.22 2.30
C 3.65 0.23 2.21
C 3.44 -1.83 0.92
C 3.98 -1.96 3.36
H 0.34 2.09 4.00
H 0.33 1.40 2.37
H 1.86 1.84 3.14
H 1.57 0.81 5.85
H 2.92 0.32 4.86
H 1.95 -0.90 5.68
H -0.76 0.59 5.14
H -0.47 -1.14 5.19
H -1.22 -0.41 3.76
H -1.20 -2.76 4.16
H -1.07 -4.06 2.99
H -1.19 -2.38 2.44
H 0.97 -2.68 5.38
H 2.35 -3.50 4.65
H 0.83 -4.34 4.84
H 0.93 -3.75 1.17
H 0.83 -4.96 2.44
H 2.35 -4.11 2.18
H 3.02 0.83 1.54
H 4.65 0.21 1.78
H 3.72 0.74 3.17
H 3.29 -1.08 0.14
H 2.83 -2.69 0.66
H 4.49 -2.13 0.89
H 3.71 -1.70 4.39
H 5.03 -1.69 3.23
H 3.91 -3.04 3.25
Br -5.05 -1.51 4.14
C -4.23 -0.64 2.69
C -4.29 0.84 2.74
C -3.81 1.67 1.82
C -3.11 1.26 0.54
N -2.98 -0.89 0.61
C -3.68 -1.43 1.78
H -4.76 1.26 3.62
H -3.90 2.74 2.01
H -2.87 2.11 -0.09
H -3.69 -2.51 1.85
*
```

Values from the calculation:
frontier orbital gap (spin up / spin down)	7.23 / 7.21	eV
highest occupied orbital energy (spin up / spin down)	-10.04 / -10.04	eV
E_tot	-6479.4341	hartree

---

A structure of composition C44H57F12MnN5O29S4 in a non-equilibrium geometry. Source: OMol25; level of theory: wB97M-V/def2-TZVPD.

Geometry as ORCA input:
```
! RIJCOSX wB97M-V def2-TZVPD def2/J DEFGRID3
* xyz 0 6
Mn -1.87 -0.67 -0.37
C -5.36 0.33 -2.52
F -4.21 0.76 -3.01
F -6.25 1.39 -2.49
F -5.83 -0.72 -3.15
S -5.00 -0.13 -0.68
O -4.37 1.12 -0.17
O -6.31 -0.41 -0.02
N -3.73 -1.38 -0.63
S -4.40 -2.75 -0.92
O -5.80 -2.72 -1.23
O -3.52 -3.50 -1.75
C -4.18 -3.69 0.88
F -2.87 -3.59 1.17
F -4.78 -3.17 1.91
F -4.62 -4.94 0.91
C 2.43 -0.36 -0.91
F 2.75 0.58 -1.78
F 1.84 -1.35 -1.59
F 3.56 -0.66 -0.20
S 1.15 0.16 0.43
O 0.87 -1.10 1.10
O 1.69 1.13 1.31
N -0.42 0.67 -0.35
S -0.10 1.99 -1.15
O 1.17 2.63 -0.98
O -0.66 2.09 -2.49
C -1.20 3.32 -0.23
F -2.48 3.00 -0.50
F -1.02 3.31 1.14
F -0.89 4.57 -0.64
C 0.51 -6.58 -1.87
C -0.19 -5.81 -0.71
C 0.68 -5.55 0.54
O 0.45 -4.12 0.62
C -0.34 -3.64 -0.34
O -0.79 -2.44 -0.43
O -0.69 -4.59 -1.21
H 1.01 -7.48 -1.52
H 1.37 -6.06 -2.29
H -0.18 -6.64 -2.71
H -0.96 -6.53 -0.43
H 1.72 -5.83 0.39
H 0.22 -5.95 1.45
C 0.37 -3.41 -5.50
C -0.59 -2.29 -5.46
C -2.04 -2.71 -5.41
O -2.24 -2.41 -4.03
C -1.41 -1.54 -3.62
O -1.49 -0.91 -2.54
O -0.42 -1.47 -4.37
H 0.08 -4.15 -6.24
H 0.25 -3.89 -4.53
H 1.40 -3.05 -5.56
H -0.40 -1.62 -6.31
H -2.14 -3.77 -5.63
H -2.75 -1.95 -5.72
C 6.13 0.20 1.48
C 7.21 0.15 2.61
C 8.36 -0.80 2.46
O 9.51 0.11 2.55
C 9.16 1.33 2.76
O 9.92 2.30 2.94
O 7.80 1.40 2.59
H 5.67 -0.78 1.45
H 6.59 0.56 0.56
H 5.52 1.06 1.77
H 6.73 -0.13 3.55
H 8.43 -1.29 1.49
H 8.33 -1.48 3.31
C -2.27 2.19 -5.53
C -3.24 1.54 -6.46
C -4.67 2.11 -6.56
O -4.90 2.02 -7.96
C -3.86 1.62 -8.63
O -3.75 1.33 -9.80
O -2.87 1.62 -7.83
H -1.38 1.60 -5.31
H -2.79 2.41 -4.59
H -2.02 3.18 -5.90
H -3.50 0.53 -6.14
H -4.72 3.14 -6.22
H -5.29 1.41 -6.01
C -4.03 4.96 -3.23
C -4.49 5.31 -1.81
C -3.77 6.60 -1.28
O -4.82 7.33 -0.87
C -6.01 6.80 -1.21
O -7.06 7.38 -0.90
O -5.82 5.67 -1.86
H -2.95 4.91 -3.05
H -4.07 5.80 -3.93
H -4.51 4.04 -3.55
H -4.37 4.48 -1.11
H -3.44 7.01 -2.23
H -3.05 6.30 -0.52
C -0.33 0.54 5.60
C -0.48 -0.74 4.72
C -1.83 -1.39 5.04
O -2.48 -1.51 3.87
C -1.86 -0.82 2.86
O -2.30 -0.76 1.71
O -0.68 -0.35 3.36
H -1.28 1.01 5.87
H 0.30 1.31 5.16
H 0.17 0.25 6.53
H 0.36 -1.42 4.89
H -2.34 -0.85 5.84
H -1.64 -2.36 5.49
C 3.49 -4.05 -2.04
C 4.94 -4.23 -1.70
C 5.59 -3.25 -0.69
O 6.06 -4.11 0.34
C 5.60 -5.39 0.14
O 5.95 -6.36 0.84
O 4.85 -5.40 -1.00
H 3.10 -4.80 -2.73
H 3.44 -3.08 -2.53
H 2.77 -3.90 -1.24
H 5.59 -4.43 -2.55
H 4.84 -2.69 -0.13
H 6.31 -2.56 -1.13
N 3.38 -2.16 5.88
C 3.14 -0.82 6.18
C 3.00 -0.17 4.96
C 3.26 -1.03 3.96
C 3.46 -2.23 4.52
H 3.53 -2.88 6.58
H 2.95 -0.57 7.22
H 2.67 0.84 4.79
H 3.24 -0.81 2.90
H 3.74 -3.19 4.11
N -2.97 2.54 4.02
C -3.32 2.63 2.62
C -3.83 3.90 2.40
C -3.89 4.42 3.73
C -3.49 3.57 4.70
H -2.59 1.71 4.45
H -3.08 1.87 1.89
H -4.19 4.43 1.53
H -4.31 5.38 3.98
H -3.44 3.63 5.78
N 3.12 4.98 5.24
C 4.27 4.50 4.70
C 3.91 4.06 3.41
C 2.52 4.15 3.28
C 2.08 4.76 4.47
H 3.12 5.30 6.20
H 5.19 4.58 5.26
H 4.54 3.51 2.73
H 1.91 3.82 2.45
H 1.15 5.15 4.86
*
```

Values from the calculation:
frontier orbital gap (spin up / spin down)	7.66 / 7.56	eV
highest occupied orbital energy (spin up / spin down)	-7.97 / -7.97	eV
E_tot	-8108.5245	hartree

---

Among the records above, which one has the lowest E_tot? C44H57F12MnN5O29S4

---

What is the formula in the second record? C44H57F12MnN5O29S4

---

The highest E_tot belongs to which entry? C44H57BrFeN2PSb2